No. 1
A molecular structure, C7H7O6OsS at a distorted geometry. Source: the Open Molecules 2025 dataset; level of theory: ωB97M-V/def2-TZVPD.

Cartesian coordinates (Å):
C -2.239 1.359 -0.197
H 0.061 -2.595 2.556
H -0.551 2.940 -1.989
C -2.949 3.581 -1.669
H 2.306 -3.467 0.449
O -3.818 4.287 -1.907
O 0.049 -0.728 0.533
C 0.086 2.511 0.629
S 1.336 -1.326 1.032
C 1.388 1.383 -1.495
O 2.494 1.236 -1.786
Os -0.488 1.616 -0.989
C 0.994 -2.039 2.651
C -0.951 0.259 -2.322
H 0.514 -3.359 0.256
H 1.604 -2.563 -0.930
H 0.914 -1.237 3.385
O -3.300 1.254 0.253
O -1.191 -0.582 -3.086
C 1.470 -2.862 0.108
H 1.820 -2.695 2.912
O 0.451 3.027 1.604

## Properties
spin multiplicity = 5
charge = +3
ΔE to the lowest compared entry with this formula, charge and spin = 59.4 kJ/mol
E = -1209.813048 Ha
⟨S²⟩ = 6.02

=====

No. 2
C7H8 in the gas phase. Source: the Open Molecules 2025 dataset; level of theory: ωB97M-V/def2-TZVPD.

Cartesian coordinates (Å):
C -0.599 -1.207 -0.242
C -1.507 -0.414 0.670
H 2.546 -0.182 -0.896
C 0.540 -0.125 -0.016
C -1.487 -0.124 -0.811
H -2.265 -0.198 -1.563
H 2.198 1.136 0.218
C -0.378 0.922 -0.597
H -0.684 -2.269 -0.455
H 2.516 -0.470 0.864
H -2.303 -0.759 1.319
C 2.031 0.062 0.039
H -0.130 1.228 1.758
H -0.086 1.792 -1.174
C -0.398 0.633 0.892

## Properties
spin multiplicity = 1
charge = 0
ΔE to the lowest compared entry with this formula, charge and spin = 463.2 kJ/mol
E = -271.355040 Ha

=====

No. 3
C7H8 in the gas phase. Source: the Open Molecules 2025 dataset; level of theory: ωB97M-V/def2-TZVPD.

Cartesian coordinates (Å):
C 0.411 0.692 -0.717
H 0.592 0.241 -1.700
C -0.416 -1.719 -0.477
H -3.398 0.769 1.803
C -0.198 -0.381 0.241
C 1.670 1.232 -0.197
H 3.622 1.976 0.695
H -1.129 -1.606 -1.300
H 0.533 -2.086 -0.883
H -0.304 1.507 -0.877
C -2.484 0.449 1.353
H 0.523 -0.545 1.050
C -1.449 0.087 0.854
H -0.810 -2.467 0.216
C 2.705 1.625 0.274

## Properties
spin multiplicity = 1
charge = 0
ΔE to the lowest compared entry with this formula, charge and spin = 369.3 kJ/mol
E = -271.390787 Ha

=====

No. 4
C7H8 in the gas phase. Source: the Open Molecules 2025 dataset; level of theory: ωB97M-V/def2-TZVPD.

Cartesian coordinates (Å):
C -1.589 1.136 0.500
C 2.041 -0.028 -0.084
C -1.302 -0.065 -0.799
H -2.569 -0.772 1.116
H 2.566 -0.736 0.568
H -1.973 -0.243 -1.630
H 2.218 -0.297 -1.128
H -0.467 -2.058 0.044
C -0.367 1.068 -0.333
H 0.614 0.315 1.411
H 2.486 0.959 0.099
H -0.054 1.904 -0.955
C 0.597 0.073 0.344
C -1.688 -0.282 0.725
C -0.512 -0.974 0.124

## Properties
spin multiplicity = 1
charge = 0
ΔE to the lowest compared entry with this formula, charge and spin = 504.6 kJ/mol
E = -271.339256 Ha

=====

No. 5
C7H8BNO2 in the gas phase at a distorted geometry. Source: the Open Molecules 2025 dataset; level of theory: ωB97M-V/def2-TZVPD.

Cartesian coordinates (Å):
H -0.677 1.858 2.417
H 1.465 -2.776 1.144
H -0.233 1.480 -1.838
C 0.321 -0.196 -0.639
C 0.488 -0.789 0.661
C 0.119 0.013 1.749
O 0.904 -1.282 -2.905
H -1.692 3.140 -0.873
H 0.162 -0.501 2.733
B 0.830 -1.387 -1.507
O 1.010 -2.602 -0.807
N -1.212 2.977 0.061
C -0.300 1.293 1.564
H -1.920 3.268 0.702
C -0.280 1.011 -0.846
C 0.644 -2.324 0.514
C -0.595 1.715 0.267
H 1.273 -2.118 -3.197
H -0.309 -2.780 0.798

## Properties
spin multiplicity = 1
charge = 0
ΔE to the lowest compared entry with this formula, charge and spin = 59.3 kJ/mol
E = -501.712461 Ha

=====

No. 6
C7H8BrFN2O2S in the gas phase at a distorted geometry. Source: the Open Molecules 2025 dataset; level of theory: ωB97M-V/def2-TZVPD.

Cartesian coordinates (Å):
C -0.683 -0.341 -0.431
C -1.444 2.652 1.281
O -3.601 3.741 1.607
H -1.124 3.158 0.455
H 0.700 1.079 2.726
H 0.631 -2.331 -1.184
S -1.021 -0.943 -1.986
H 1.032 1.934 1.335
H -2.973 1.184 0.112
H 1.361 -1.566 -2.611
Br -0.883 3.649 2.821
H 0.006 -2.951 -2.856
C 0.427 0.980 1.712
N -1.491 0.572 0.030
N 0.416 -0.901 0.224
C -1.067 1.177 1.382
C 0.396 -2.091 -2.156
C 0.850 -0.335 1.279
H 1.644 -0.733 1.917
F -1.802 0.577 2.368
O -3.611 1.998 0.347
C -2.980 2.857 1.135

## Properties
spin multiplicity = 1
charge = 0
ΔE to the lowest compared entry with this formula, charge and spin = 11.4 kJ/mol
E = -3603.554543 Ha

=====

No. 7
A gas-phase ion, C7H8BrFN3O2 (charge -1) at a distorted geometry. Source: the Open Molecules 2025 dataset; level of theory: ωB97M-V/def2-TZVPD.

Cartesian coordinates (Å):
H -0.707 -2.146 0.894
C 0.194 1.692 -0.176
F 0.105 2.812 -1.105
H 2.494 -1.334 0.260
C -1.606 -0.067 1.593
N -1.048 -1.824 -0.020
C 0.711 -0.690 -0.972
C 1.633 1.561 0.164
C -0.290 0.435 -0.835
H -0.706 0.793 -1.812
Br -3.181 0.014 -0.727
N 2.187 0.566 0.611
O -0.951 -0.684 2.406
O -2.423 0.859 1.817
C -1.556 -0.538 0.116
H -0.390 2.142 0.661
H 2.220 2.530 0.284
N -0.061 -1.926 -0.959
C 1.575 -0.728 0.287
H 1.492 -0.485 -1.688
H 0.921 -0.969 1.093
H -0.614 -2.014 -1.894

## Properties
spin multiplicity = 1
charge = -1
ΔE to the lowest compared entry with this formula, charge and spin = 19.1 kJ/mol
E = -3260.155572 Ha

=====

No. 8
2 unconnected molecules or ions with the total composition C7H8BrNO at a distorted geometry. Source: the Open Molecules 2025 dataset; level of theory: ωB97M-V/def2-TZVPD.

Cartesian coordinates (Å):
C 1.207 0.308 -2.123
H 0.710 -2.070 0.220
H 2.213 -1.582 -1.754
C 1.358 -0.898 -1.472
C -1.396 -0.653 0.998
H 0.013 2.215 -2.123
H -2.062 0.028 1.363
O -1.496 -1.781 1.650
C 0.537 -1.289 -0.447
H 1.899 0.617 -2.804
C -0.727 0.878 -0.695
H -0.627 -2.303 1.414
Br 0.090 2.415 1.760
C -0.427 -0.287 0.010
H -0.208 0.931 3.458
C 0.086 1.170 -1.756
N 0.323 0.809 2.533
H -1.492 1.492 -0.232

## Properties
spin multiplicity = 1
charge = 0
ΔE to the lowest compared entry with this formula, charge and spin = 404.3 kJ/mol
E = -2975.371454 Ha

=====

No. 9
A gas-phase ion, C7H8Cl2N3 (charge +1) at a distorted geometry. Source: the Open Molecules 2025 dataset; level of theory: ωB97M-V/def2-TZVPD.

Cartesian coordinates (Å):
C 1.245 -0.794 0.058
Cl 0.184 -2.362 -1.906
Cl -0.580 1.237 2.332
H -2.279 -0.096 1.345
H 0.486 1.957 -0.178
H -0.892 -1.876 2.298
N 2.107 0.166 0.441
H -1.165 2.529 -0.230
C -1.212 0.030 1.139
C -0.476 -1.245 1.526
C -0.994 0.436 -0.280
N -2.043 -1.147 -1.943
C -0.485 1.774 -0.638
C -1.662 -0.352 -1.195
C 0.985 -1.022 -1.294
H 2.821 0.484 -0.195
N 0.634 -1.526 1.028
H -0.425 1.906 -1.714
H 1.464 -0.379 -2.020
H 2.288 0.281 1.427

## Properties
spin multiplicity = 1
charge = +1
ΔE to the lowest compared entry with this formula, charge and spin = 0.0 kJ/mol
E = -1355.834909 Ha

=====

No. 10
C7H8Cl2NOP in the gas phase at a distorted geometry. Source: the Open Molecules 2025 dataset; level of theory: ωB97M-V/def2-TZVPD.

Cartesian coordinates (Å):
P -1.373 1.929 -0.545
Cl -1.821 0.570 1.438
C -0.730 -0.647 0.901
H 1.227 0.381 1.221
Cl -3.104 2.761 -0.383
C -0.493 -2.924 0.101
N -0.251 2.988 -0.354
O -1.229 0.777 -1.426
H 1.567 3.307 -1.534
C 0.641 -0.457 0.915
H 1.538 3.234 0.211
C -1.295 -1.899 0.518
C 0.880 -2.609 -0.128
C 1.421 -1.435 0.279
H -2.463 -2.060 0.598
H 1.401 -3.354 -0.546
H 2.401 -1.157 0.242
H 1.282 1.713 -0.691
H -0.718 -3.935 -0.190
C 1.120 2.817 -0.626

## Properties
spin multiplicity = 1
charge = 0
ΔE to the lowest compared entry with this formula, charge and spin = 274.2 kJ/mol
E = -1663.232082 Ha

=====

No. 11
2 unconnected molecules or ions with the total composition C7H8ClN2O at a distorted geometry. Source: the Open Molecules 2025 dataset; level of theory: ωB97M-V/def2-TZVPD.

Cartesian coordinates (Å):
H -2.979 -2.076 1.204
H -1.269 -0.446 -1.815
C 0.555 -1.349 1.299
C 0.555 0.449 0.132
H 2.017 3.402 0.107
C 1.368 2.581 -0.064
O 1.012 -1.100 2.474
C -0.833 -1.557 1.105
H 1.295 -1.853 0.601
N 1.225 1.472 0.724
H 1.593 1.556 1.605
C -2.001 -1.793 1.284
Cl 0.093 2.996 -2.627
N 0.188 0.872 -1.065
H 0.263 -0.443 -2.848
C -0.455 0.214 -2.142
H 0.312 -1.033 3.157
C 0.660 2.210 -1.233
H -0.798 0.941 -2.886

## Properties
spin multiplicity = 1
charge = +1
ΔE to the lowest compared entry with this formula, charge and spin = 85.2 kJ/mol
E = -916.076634 Ha

=====

No. 12
2 unconnected molecules or ions with the total composition C7H8ClNOS at a distorted geometry. Source: the Open Molecules 2025 dataset; level of theory: ωB97M-V/def2-TZVPD.

Cartesian coordinates (Å):
S 1.041 -2.404 -2.354
C 0.558 1.311 0.748
H 1.743 -1.958 -0.400
N 1.972 -1.558 -1.331
C 0.535 0.290 -1.500
H -0.785 -1.001 -2.019
H 1.267 1.057 -1.709
C -0.071 0.475 -0.173
H 1.562 -1.772 -3.443
C 0.164 1.476 2.001
Cl -1.384 0.711 4.127
C -1.012 0.755 2.386
C -1.727 0.035 1.498
H 0.511 2.204 2.727
H -2.653 -0.426 1.843
H 1.288 2.064 0.371
C -1.284 -0.032 0.152
O -0.111 -0.385 -2.429
H -1.613 -0.842 -0.496

## Properties
spin multiplicity = 3
charge = 0
ΔE to the lowest compared entry with this formula, charge and spin = 34.5 kJ/mol
E = -1259.716782 Ha
⟨S²⟩ = 2.03